1.
Below is 2 unconnected molecules or ions with the total composition C10H25NO3PS, with properties calculated with ωB97M-V/def2-TZVPD.

```
41
Properties=species:S:1:pos:R:3:lowdin_charge:R:1
O -5.25 1.47 1.07 -0.098
C -3.85 1.70 0.84 -0.283
C -2.99 0.49 1.17 -0.216
C -2.84 -0.54 0.03 -0.320
C -2.63 0.06 -1.35 -0.366
P -1.59 -0.69 -2.46 0.126
O -0.35 0.30 -2.96 -0.304
O -0.63 -1.73 -1.64 -0.258
S -2.32 -1.44 -4.14 0.069
H -5.50 0.74 0.50 0.070
H -3.68 1.98 -0.21 0.090
H -3.59 2.56 1.46 0.104
H -3.46 0.01 2.04 0.102
H -1.99 0.83 1.49 0.093
H -3.72 -1.21 0.06 0.094
H -1.99 -1.18 0.28 0.059
H -3.58 0.17 -1.90 0.021
H -0.48 0.46 -3.90 0.010
H 0.26 -1.37 -1.55 0.030
C 2.37 1.33 -1.50 -0.095
C 1.70 0.90 -0.21 -0.264
N 1.82 -0.54 0.02 -0.203
C 0.94 -1.03 1.06 -0.246
C 1.17 -0.54 2.49 -0.081
C 3.18 -1.06 0.02 -0.245
C 4.17 -0.46 1.03 -0.086
H 1.97 0.72 -2.31 0.060
H 2.12 2.37 -1.72 0.075
H 3.46 1.24 -1.49 0.061
H 0.63 1.11 -0.29 0.118
H 2.08 1.50 0.63 0.100
H 0.98 -2.12 1.04 0.120
H -0.07 -0.76 0.76 0.079
H 2.06 -0.98 2.95 0.050
H 0.31 -0.80 3.11 0.069
H 1.28 0.55 2.53 0.065
H 3.59 -0.94 -0.98 0.101
H 3.10 -2.14 0.18 0.114
H 4.12 0.63 1.03 0.064
H 5.19 -0.75 0.75 0.066
H 4.00 -0.82 2.04 0.050
```

## Properties
orbital gap: 0.222 Ha
charge: -1
HOMO: -3.0749 eV

2.
Below is C10H25NOSi in the gas phase, with properties calculated with ωB97M-V/def2-TZVPD.

```
38
Properties=species:S:1:pos:R:3:lowdin_charge:R:1
C -2.93 -0.65 1.92 -0.167
C -2.70 0.52 0.95 -0.277
Si -1.34 0.13 -0.30 0.537
C -1.26 -1.72 -0.67 -0.308
C -0.21 -1.98 -1.70 -0.177
C -1.72 0.96 -1.96 -0.276
C -2.30 2.35 -1.73 -0.174
O 0.19 0.56 0.25 -0.246
C 0.70 0.02 1.44 -0.246
C 2.08 -0.64 1.27 -0.155
N 3.13 0.39 0.93 -0.241
C 4.45 -0.25 0.79 -0.112
C 2.79 1.26 -0.22 -0.100
H -3.87 -0.56 2.49 0.071
H -2.11 -0.73 2.66 0.066
H -2.99 -1.62 1.42 0.051
H -2.46 1.47 1.44 0.077
H -3.63 0.77 0.36 0.083
H -2.23 -2.13 -0.98 0.084
H -1.01 -2.18 0.29 0.070
H 0.57 -1.17 -1.64 0.068
H 0.32 -2.95 -1.50 0.084
H -0.59 -2.00 -2.68 0.049
H -2.36 0.28 -2.52 0.079
H -0.79 1.05 -2.54 0.080
H -1.65 3.02 -1.21 0.061
H -2.51 2.85 -2.69 0.075
H -3.22 2.32 -1.16 0.049
H 0.75 0.83 2.20 0.135
H -0.03 -0.71 1.78 0.086
H 2.01 -1.39 0.52 0.093
H 2.38 -1.17 2.19 0.124
H 5.27 0.45 0.79 0.066
H 4.48 -0.88 -0.10 0.079
H 4.65 -0.95 1.61 0.076
H 3.68 1.84 -0.56 0.089
H 1.97 1.95 -0.02 0.070
H 2.48 0.68 -1.10 0.075
```

## Properties
SMILES string: CC[Si](CC)(CC)OCCN(C)C
orbital gap: 0.338 Ha
charge: 0
HOMO: -8.2404 eV

3.
Below is 7 unconnected molecules or ions with the total composition C10H26Br2F3NO9S, with properties calculated with ωB97M-V/def2-TZVPD.

```
52
Properties=species:S:1:pos:R:3:lowdin_charge:R:1
N -16.54 -15.22 -18.33 0.271
H -17.25 -14.59 -17.98 0.111
H -16.06 -15.71 -17.60 0.112
H -15.72 -14.81 -18.75 0.111
H -16.94 -15.83 -19.03 0.096
C -13.05 -19.32 -21.85 -0.629
F -13.78 -18.16 -21.73 0.046
F -13.98 -20.31 -21.76 0.073
F -12.40 -19.32 -22.98 0.140
S -11.77 -19.49 -20.38 0.465
O -10.59 -18.78 -20.87 -0.385
O -12.49 -18.83 -19.29 -0.359
O -11.46 -20.89 -20.13 -0.364
C -14.88 -16.64 -13.62 -1.232
O -14.08 -17.32 -12.99 -0.053
O -14.88 -16.85 -14.82 -0.065
O -15.82 -16.19 -13.02 -0.076
Br -20.40 -22.91 -22.68 0.519
C -19.37 -21.61 -21.57 -0.638
C -19.83 -21.59 -20.07 -0.613
Br -18.98 -20.01 -19.07 0.472
H -19.48 -20.58 -21.92 0.042
H -18.36 -21.95 -21.78 0.042
H -19.71 -22.50 -19.48 0.047
H -20.91 -21.55 -19.93 0.037
C -13.58 -12.80 -22.48 -0.098
C -12.65 -13.49 -21.50 -0.309
O -13.12 -13.67 -20.13 -0.126
H -13.18 -12.91 -23.49 0.075
H -13.68 -11.78 -22.13 0.068
H -14.58 -13.23 -22.43 0.064
H -11.72 -12.92 -21.47 0.099
H -12.36 -14.49 -21.82 0.109
H -12.51 -14.13 -19.55 0.080
C -20.42 -9.72 -20.87 -0.098
C -19.15 -10.21 -21.56 -0.341
O -18.98 -11.53 -21.11 -0.114
H -20.76 -8.74 -21.20 0.061
H -20.27 -9.52 -19.81 0.069
H -21.22 -10.46 -20.99 0.072
H -18.31 -9.60 -21.22 0.102
H -19.12 -10.13 -22.65 0.105
H -19.11 -12.07 -21.89 0.076
C -19.00 -11.33 -15.83 -0.118
C -18.88 -12.27 -14.70 -0.381
O -18.89 -13.57 -15.16 -0.083
H -19.95 -11.48 -16.33 0.065
H -18.30 -11.41 -16.67 0.067
H -19.10 -10.28 -15.56 0.067
H -19.67 -12.16 -13.95 0.110
H -17.93 -12.05 -14.22 0.117
H -18.23 -14.08 -14.68 0.096
```

## Properties
orbital gap: 0.075 Ha
charge: -2
HOMO: 1.0106 eV

4.
Below is a molecular structure, C10H26ClI2OP2Tb, with properties calculated with ωB97M-V/def2-TZVPD.

```
43
Properties=species:S:1:pos:R:3:lowdin_charge:R:1
I -3.76 -1.14 -2.54 0.590
I -4.67 0.57 -0.81 0.572
Tb 0.47 -0.06 0.02 1.331
P 1.26 -1.35 2.37 0.668
C 0.17 -2.27 3.50 -0.255
C 2.51 -2.64 2.02 -0.261
H 2.99 -2.99 2.94 0.071
H 2.76 -1.00 4.28 0.071
H 3.27 -2.25 1.33 0.044
H 2.91 0.31 3.08 0.048
H -0.37 -3.05 2.95 0.059
H 2.01 -3.49 1.53 0.057
C 2.20 -0.36 3.60 -0.248
H 0.78 -2.74 4.29 0.077
H 1.50 0.26 4.18 0.058
H -0.56 -1.60 3.98 0.037
P -0.85 1.42 -2.39 0.675
C -2.34 1.90 -3.33 -0.358
C -0.16 3.13 -2.34 -0.275
H 1.19 0.77 -3.60 0.046
H -0.06 1.54 -4.64 0.064
H -0.23 -0.18 -4.08 0.046
C 0.12 0.82 -3.82 -0.275
H 0.91 3.15 -2.10 0.051
H -0.35 3.54 -3.34 0.064
H -2.02 2.41 -4.24 0.059
H -2.95 2.54 -2.69 0.032
H -0.72 3.68 -1.58 0.049
H -2.88 1.02 -3.70 -0.078
Cl 2.94 0.54 -0.28 -0.154
C -3.76 -1.90 0.92 -0.265
C -3.73 -0.97 2.09 -0.187
C -2.36 -0.26 2.11 -0.152
O -1.63 -0.63 0.90 -0.469
C -2.41 -1.73 0.22 -0.282
H -4.00 -2.93 1.18 0.134
H -4.60 -1.58 0.28 -0.037
H -3.83 -1.51 3.04 0.132
H -4.60 -0.32 2.12 0.094
H -2.50 0.82 2.14 0.128
H -1.80 -0.61 2.98 0.088
H -1.80 -2.63 0.15 0.116
H -2.49 -1.42 -0.90 -0.163
```

## Properties
spin multiplicity: 7
orbital gap (alpha / beta): 0.246 / 0.266 Ha
charge: +2
HOMO (alpha / beta): -14.8490 / -14.8510 eV

5.
Below is a molecular structure, C10H26CuNP2SeSi, with properties calculated with ωB97M-V/def2-TZVPD.

```
42
Properties=species:S:1:pos:R:3:lowdin_charge:R:1
Cu 0.40 -0.07 -0.18 -0.020
C -0.40 0.58 3.13 -0.293
P 0.54 -0.63 2.15 0.824
C 1.91 -1.02 3.28 -0.271
C -0.55 -2.13 2.28 -0.404
C -0.60 -2.93 0.98 -0.419
P -0.97 -1.85 -0.45 0.784
C -2.75 -1.50 -0.22 -0.254
C -0.98 -3.01 -1.85 -0.263
H -0.70 0.17 4.10 0.048
H -1.28 0.89 2.57 0.021
H 0.20 1.47 3.28 0.036
H 1.54 -1.28 4.27 0.044
H 2.57 -0.15 3.36 0.044
H 2.50 -1.86 2.90 0.040
H -1.55 -1.78 2.55 0.074
H -0.21 -2.76 3.11 0.082
H -1.32 -3.76 1.04 0.087
H 0.38 -3.38 0.78 0.084
H -3.32 -2.42 -0.05 0.051
H -3.14 -1.01 -1.10 0.035
H -2.90 -0.82 0.62 0.037
H -1.65 -3.86 -1.65 0.047
H 0.02 -3.37 -2.04 0.043
H -1.33 -2.49 -2.75 0.046
C -2.95 2.17 -1.50 -0.231
Si -1.64 3.52 -1.33 0.120
C -0.84 3.74 -3.01 -0.230
C -2.51 5.12 -0.86 -0.236
Se -0.14 3.00 0.26 0.471
H -3.79 2.50 -2.10 0.027
H -3.32 1.86 -0.52 0.018
H -2.51 1.30 -1.99 0.010
H -1.57 4.10 -3.74 0.028
H -0.42 2.81 -3.38 0.017
H -0.03 4.47 -2.97 0.024
H -3.29 5.37 -1.58 0.026
H -1.79 5.94 -0.83 0.024
H -2.96 5.05 0.13 0.022
N 1.76 2.09 -1.86 -0.025
C 1.05 1.56 -1.01 -0.592
H 1.73 3.11 -1.91 0.025
```

## Properties
orbital gap: 0.269 Ha
charge: 0
HOMO: -6.8405 eV

6.
Below is a molecular structure, C10H27AsO4PdS3SeSi3, with properties calculated with ωB97M-V/def2-TZVPD.

```
50
Properties=species:S:1:pos:R:3:lowdin_charge:R:1
Pd -1.31 -0.07 -2.56 0.357
S 0.31 3.60 -4.85 0.317
C -0.30 2.27 -4.06 -1.871
S -1.76 2.27 -3.14 0.391
S 0.50 0.73 -4.01 0.400
O -3.77 -3.68 -2.72 -0.522
Se -2.93 -2.46 -2.09 0.678
O -2.82 -2.54 -0.46 -0.545
O -1.37 -2.38 -2.69 -0.608
O -3.50 -0.96 -2.52 -0.591
C -2.07 -1.83 2.37 -0.221
Si -1.49 -0.14 1.84 0.295
C -0.46 0.42 3.31 -0.224
C -2.96 1.00 1.63 -0.222
As -0.30 0.07 -0.20 0.838
Si 1.24 -1.71 -0.26 0.279
C 2.59 -1.51 1.05 -0.224
C 2.01 -1.77 -1.96 -0.230
C 0.35 -3.32 0.03 -0.208
Si 1.06 2.00 0.01 0.279
C 1.94 2.25 1.67 -0.232
C 2.44 1.91 -1.25 -0.230
C 0.03 3.55 -0.22 -0.225
H -2.79 -1.66 3.18 0.029
H -1.25 -2.42 2.78 0.019
H -2.55 -2.38 1.56 -0.007
H -1.11 0.42 4.19 0.025
H -0.02 1.41 3.22 -0.014
H 0.35 -0.29 3.50 0.021
H -3.61 0.94 2.51 0.023
H -3.52 0.70 0.75 0.037
H -2.65 2.04 1.51 0.014
H 2.99 -0.50 1.08 -0.009
H 3.42 -2.19 0.81 0.021
H 2.22 -1.77 2.04 0.018
H 2.45 -0.82 -2.28 -0.003
H 1.23 -2.04 -2.67 0.012
H 2.79 -2.53 -1.98 0.027
H -0.29 -3.32 0.91 0.005
H 1.08 -4.14 0.12 0.028
H -0.29 -3.50 -0.84 0.012
H 2.43 1.36 2.07 0.007
H 1.28 2.67 2.43 0.002
H 2.72 3.00 1.48 0.026
H 3.22 1.22 -0.93 0.022
H 2.88 2.90 -1.35 0.033
H 2.07 1.60 -2.24 -0.049
H -0.76 3.60 0.53 0.018
H -0.43 3.57 -1.21 -0.030
H 0.68 4.42 -0.10 0.029
```

## Properties
spin multiplicity: 3
orbital gap (alpha / beta): 0.205 / 0.239 Ha
charge: -2
HOMO (alpha / beta): -1.0618 / -2.0998 eV
energy relative to the best compared isomer or geometry (same formula, charge and spin): 21.27 kcal/mol

What did the third record say?
Below is 7 unconnected molecules or ions with the total composition C10H26Br2F3NO9S, with properties calculated with ωB97M-V/def2-TZVPD.

```
52
Properties=species:S:1:pos:R:3:lowdin_charge:R:1
N -16.54 -15.22 -18.33 0.271
H -17.25 -14.59 -17.98 0.111
H -16.06 -15.71 -17.60 0.112
H -15.72 -14.81 -18.75 0.111
H -16.94 -15.83 -19.03 0.096
C -13.05 -19.32 -21.85 -0.629
F -13.78 -18.16 -21.73 0.046
F -13.98 -20.31 -21.76 0.073
F -12.40 -19.32 -22.98 0.140
S -11.77 -19.49 -20.38 0.465
O -10.59 -18.78 -20.87 -0.385
O -12.49 -18.83 -19.29 -0.359
O -11.46 -20.89 -20.13 -0.364
C -14.88 -16.64 -13.62 -1.232
O -14.08 -17.32 -12.99 -0.053
O -14.88 -16.85 -14.82 -0.065
O -15.82 -16.19 -13.02 -0.076
Br -20.40 -22.91 -22.68 0.519
C -19.37 -21.61 -21.57 -0.638
C -19.83 -21.59 -20.07 -0.613
Br -18.98 -20.01 -19.07 0.472
H -19.48 -20.58 -21.92 0.042
H -18.36 -21.95 -21.78 0.042
H -19.71 -22.50 -19.48 0.047
H -20.91 -21.55 -19.93 0.037
C -13.58 -12.80 -22.48 -0.098
C -12.65 -13.49 -21.50 -0.309
O -13.12 -13.67 -20.13 -0.126
H -13.18 -12.91 -23.49 0.075
H -13.68 -11.78 -22.13 0.068
H -14.58 -13.23 -22.43 0.064
H -11.72 -12.92 -21.47 0.099
H -12.36 -14.49 -21.82 0.109
H -12.51 -14.13 -19.55 0.080
C -20.42 -9.72 -20.87 -0.098
C -19.15 -10.21 -21.56 -0.341
O -18.98 -11.53 -21.11 -0.114
H -20.76 -8.74 -21.20 0.061
H -20.27 -9.52 -19.81 0.069
H -21.22 -10.46 -20.99 0.072
H -18.31 -9.60 -21.22 0.102
H -19.12 -10.13 -22.65 0.105
H -19.11 -12.07 -21.89 0.076
C -19.00 -11.33 -15.83 -0.118
C -18.88 -12.27 -14.70 -0.381
O -18.89 -13.57 -15.16 -0.083
H -19.95 -11.48 -16.33 0.065
H -18.30 -11.41 -16.67 0.067
H -19.10 -10.28 -15.56 0.067
H -19.67 -12.16 -13.95 0.110
H -17.93 -12.05 -14.22 0.117
H -18.23 -14.08 -14.68 0.096
```

## Properties
orbital gap: 0.075 Ha
charge: -2
HOMO: 1.0106 eV

Please write out number 3 again, unchanged.
Below is 7 unconnected molecules or ions with the total composition C10H26Br2F3NO9S, with properties calculated with ωB97M-V/def2-TZVPD.

```
52
Properties=species:S:1:pos:R:3:lowdin_charge:R:1
N -16.54 -15.22 -18.33 0.271
H -17.25 -14.59 -17.98 0.111
H -16.06 -15.71 -17.60 0.112
H -15.72 -14.81 -18.75 0.111
H -16.94 -15.83 -19.03 0.096
C -13.05 -19.32 -21.85 -0.629
F -13.78 -18.16 -21.73 0.046
F -13.98 -20.31 -21.76 0.073
F -12.40 -19.32 -22.98 0.140
S -11.77 -19.49 -20.38 0.465
O -10.59 -18.78 -20.87 -0.385
O -12.49 -18.83 -19.29 -0.359
O -11.46 -20.89 -20.13 -0.364
C -14.88 -16.64 -13.62 -1.232
O -14.08 -17.32 -12.99 -0.053
O -14.88 -16.85 -14.82 -0.065
O -15.82 -16.19 -13.02 -0.076
Br -20.40 -22.91 -22.68 0.519
C -19.37 -21.61 -21.57 -0.638
C -19.83 -21.59 -20.07 -0.613
Br -18.98 -20.01 -19.07 0.472
H -19.48 -20.58 -21.92 0.042
H -18.36 -21.95 -21.78 0.042
H -19.71 -22.50 -19.48 0.047
H -20.91 -21.55 -19.93 0.037
C -13.58 -12.80 -22.48 -0.098
C -12.65 -13.49 -21.50 -0.309
O -13.12 -13.67 -20.13 -0.126
H -13.18 -12.91 -23.49 0.075
H -13.68 -11.78 -22.13 0.068
H -14.58 -13.23 -22.43 0.064
H -11.72 -12.92 -21.47 0.099
H -12.36 -14.49 -21.82 0.109
H -12.51 -14.13 -19.55 0.080
C -20.42 -9.72 -20.87 -0.098
C -19.15 -10.21 -21.56 -0.341
O -18.98 -11.53 -21.11 -0.114
H -20.76 -8.74 -21.20 0.061
H -20.27 -9.52 -19.81 0.069
H -21.22 -10.46 -20.99 0.072
H -18.31 -9.60 -21.22 0.102
H -19.12 -10.13 -22.65 0.105
H -19.11 -12.07 -21.89 0.076
C -19.00 -11.33 -15.83 -0.118
C -18.88 -12.27 -14.70 -0.381
O -18.89 -13.57 -15.16 -0.083
H -19.95 -11.48 -16.33 0.065
H -18.30 -11.41 -16.67 0.067
H -19.10 -10.28 -15.56 0.067
H -19.67 -12.16 -13.95 0.110
H -17.93 -12.05 -14.22 0.117
H -18.23 -14.08 -14.68 0.096
```

## Properties
orbital gap: 0.075 Ha
charge: -2
HOMO: 1.0106 eV

- The highest charge belongs to which entry?
  C10H26ClI2OP2Tb